[1]
{"formula": "C42H50N9RbSSe2", "method": "the ωB97M-V functional and the def2-TZVPD basis", "elements": ["Rb", "C", "C", "C", "C", "C", "C", "C", "N", "C", "N", "C", "C", "C", "C", "C", "C", "C", "N", "C", "C", "C", "C", "C", "C", "C", "H", "H", "H", "H", "H", "H", "H", "H", "H", "H", "H", "H", "H", "H", "H", "H", "H", "H", "H", "H", "H", "H", "Se", "Se", "C", "C", "C", "C", "C", "N", "C", "C", "C", "C", "C", "N", "H", "H", "H", "H", "H", "H", "H", "H", "S", "C", "N", "C", "C", "C", "N", "H", "H", "H", "H", "H", "H", "H", "H", "C", "C", "N", "C", "C", "N", "C", "C", "H", "H", "H", "H", "H", "H", "H", "H", "H", "H", "H", "H"], "coordinates": [[-0.370, -0.326, -1.968], [2.253, -2.299, 4.671], [2.507, -0.858, 4.316], [2.734, 0.098, 5.302], [2.959, 1.429, 4.981], [2.965, 1.823, 3.651], [2.737, 0.884, 2.656], [2.504, -0.440, 2.985], [2.302, -1.417, 1.956], [1.373, -1.327, 0.943], [1.771, -1.924, -0.243], [2.936, -1.349, -0.952], [2.675, -0.270, -1.809], [3.832, 0.218, -2.441], [5.109, -0.308, -2.232], [5.278, -1.394, -1.389], [4.178, -1.954, -0.742], [4.372, -3.185, 0.116], [0.176, -0.874, 1.056], [-0.387, -0.501, 2.298], [-0.464, 0.843, 2.660], [-1.132, 1.248, 3.805], [-1.744, 0.301, 4.617], [-1.660, -1.039, 4.269], [-0.986, -1.462, 3.124], [-0.942, -2.924, 2.761], [2.341, -2.450, 5.747], [2.958, -2.969, 4.176], [1.251, -2.602, 4.358], [2.724, -0.210, 6.342], [3.136, 2.153, 5.766], [3.165, 2.855, 3.393], [2.741, 1.157, 1.610], [3.122, -1.949, 1.710], [0.988, -1.969, -0.869], [3.760, 1.042, -3.152], [5.968, 0.114, -2.744], [6.260, -1.833, -1.246], [4.993, -3.917, -0.403], [3.420, -3.662, 0.353], [4.891, -2.953, 1.054], [0.025, 1.572, 2.027], [-1.168, 2.300, 4.065], [-2.276, 0.602, 5.511], [-2.131, -1.786, 4.901], [-1.132, -3.543, 3.638], [0.025, -3.208, 2.343], [-1.706, -3.160, 2.015], [-3.372, -3.121, -4.061], [-1.249, -3.742, -4.759], [-0.486, -4.302, -3.070], [0.396, -5.375, -3.106], [0.951, -5.804, -1.911], [0.585, -5.177, -0.733], [-0.313, -4.126, -0.805], [-0.830, -3.678, -1.956], [-3.374, -1.290, -4.677], [-4.483, -0.876, -5.405], [-4.521, 0.435, -5.857], [-3.449, 1.265, -5.592], [-2.386, 0.754, -4.863], [-2.351, -0.497, -4.396], [0.627, -5.864, -4.043], [1.649, -6.632, -1.901], [0.992, -5.484, 0.222], [-0.622, -3.598, 0.090], [-5.284, -1.571, -5.619], [-5.370, 0.791, -6.428], [-3.424, 2.288, -5.941], [-1.531, 1.376, -4.625], [0.013, 3.089, -3.575], [0.929, 3.464, -2.197], [0.740, 4.623, -1.524], [1.267, 4.928, -0.193], [1.807, 3.660, 0.436], [2.687, 2.951, -0.576], [1.894, 2.660, -1.753], [0.013, 5.201, -1.911], [0.464, 5.348, 0.413], [2.058, 5.678, -0.265], [0.977, 2.999, 0.694], [2.354, 3.897, 1.348], [3.074, 2.005, -0.208], [3.542, 3.579, -0.844], [1.916, 1.705, -2.120], [-2.210, 2.467, -0.330], [-3.204, 3.350, 0.477], [-4.529, 2.721, 0.501], [-4.412, 1.398, 1.127], [-3.434, 0.508, 0.310], [-2.900, 1.270, -0.826], [-4.005, 1.686, -1.692], [-5.004, 2.558, -0.877], [-1.380, 2.137, 0.298], [-1.796, 2.997, -1.191], [-3.304, 4.343, 0.035], [-2.871, 3.475, 1.510], [-5.407, 0.954, 1.178], [-4.054, 1.534, 2.149], [-3.936, -0.378, -0.087], [-2.598, 0.172, 0.925], [-4.485, 0.787, -2.088], [-3.585, 2.237, -2.536], [-5.994, 2.100, -0.841], [-5.115, 3.550, -1.318]], "forces_ev_per_angstrom": [[-0.65, 0.41, -0.31], [-0.02, 0.07, -0.01], [-0.03, -0.06, 0.09], [-0.02, -0.02, -0.02], [-0.02, -0.04, -0.03], [0.01, -0.03, -0.02], [0.09, 0.06, 0.04], [-0.10, -0.24, -0.04], [0.14, 0.16, 0.00], [-0.05, -0.30, 0.23], [0.46, 0.25, 0.20], [-0.18, -0.07, 0.07], [0.33, 0.07, 0.09], [0.16, -0.16, -0.06], [-0.11, 0.00, -0.01], [-0.01, -0.01, 0.01], [0.02, -0.05, 0.01], [-0.02, 0.03, -0.05], [-0.21, 0.29, -0.15], [0.07, -0.14, 0.01], [-0.10, 0.05, 0.03], [0.02, -0.03, -0.01], [0.05, -0.03, -0.08], [0.05, 0.00, -0.02], [-0.04, -0.03, 0.02], [-0.03, 0.07, -0.01], [-0.01, 0.01, -0.01], [0.01, 0.02, 0.00], [0.05, 0.04, 0.03], [0.02, 0.00, -0.03], [-0.01, -0.02, -0.02], [-0.03, 0.01, -0.02], [0.00, 0.04, -0.03], [0.00, 0.02, -0.06], [0.04, -0.28, 0.11], [-0.03, 0.01, 0.05], [-0.03, 0.00, 0.02], [-0.02, 0.02, 0.00], [0.01, 0.02, 0.00], [0.02, 0.02, -0.02], [-0.01, 0.01, 0.00], [0.00, 0.01, -0.01], [0.00, -0.03, -0.01], [0.02, -0.01, -0.02], [0.02, 0.01, -0.02], [-0.02, 0.00, -0.01], [0.01, 0.00, 0.03], [0.00, 0.01, 0.00], [0.09, 0.02, -0.07], [-0.03, -0.04, 0.13], [-0.07, 0.03, 0.00], [0.05, -0.03, -0.02], [0.06, -0.08, -0.11], [-0.05, 0.06, 0.08], [-0.08, 0.00, -0.13], [0.08, 0.12, 0.18], [0.01, 0.10, -0.03], [-0.02, 0.01, 0.04], [-0.11, -0.08, -0.03], [0.08, 0.04, 0.02], [0.01, -0.05, 0.04], [0.01, -0.01, 0.03], [0.00, 0.00, 0.03], [-0.01, 0.03, -0.01], [-0.03, 0.01, -0.03], [0.02, 0.00, -0.05], [0.00, 0.00, -0.03], [0.00, -0.02, 0.02], [0.01, -0.01, 0.02], [-0.03, -0.05, -0.02], [-0.06, 0.06, 0.21], [0.33, 0.09, 0.08], [-0.20, 0.01, -0.03], [-0.03, -0.04, -0.20], [-0.02, -0.08, 0.06], [-0.07, 0.08, -0.06], [-0.31, 0.01, -0.12], [0.01, 0.03, 0.03], [-0.05, 0.03, 0.00], [0.03, 0.03, -0.03], [0.01, 0.00, 0.06], [0.03, 0.02, 0.02], [0.02, -0.08, -0.05], [0.04, 0.01, 0.00], [0.22, -0.21, 0.13], [-0.08, 0.00, 0.01], [-0.02, -0.11, -0.02], [0.06, -0.04, -0.03], [0.05, 0.03, -0.10], [-0.03, 0.10, -0.02], [0.19, -0.16, -0.09], [-0.04, 0.05, 0.08], [0.08, -0.05, 0.03], [0.04, 0.00, 0.02], [-0.01, 0.00, 0.02], [-0.01, 0.02, -0.01], [0.00, 0.01, 0.00], [-0.01, 0.00, 0.00], [0.01, 0.01, 0.03], [-0.01, -0.01, 0.00], [0.00, -0.01, 0.01], [-0.01, 0.00, -0.01], [0.00, 0.02, 0.01], [-0.02, -0.01, 0.00], [0.00, 0.02, -0.01]], "spin_multiplicity": 1, "homo_ev": -6.93, "lumo_energy_ev": -0.12}

[2]
{"formula": "Cl2CrO16S2", "method": "the ωB97M-V functional and the def2-TZVPD basis", "elements": ["Cr", "S", "O", "O", "O", "O", "S", "O", "O", "O", "O", "Cl", "O", "O", "O", "O", "Cl", "O", "O", "O", "O"], "coordinates": [[9.354, 9.422, -21.576], [7.501, 6.929, -23.309], [8.331, 7.968, -22.572], [6.845, 7.571, -24.457], [8.453, 5.877, -23.767], [6.478, 6.373, -22.395], [7.553, 11.598, -21.056], [6.450, 11.369, -20.103], [8.860, 11.092, -20.511], [7.291, 10.646, -22.196], [7.755, 12.981, -21.504], [12.450, 10.292, -22.458], [12.327, 9.006, -23.109], [11.099, 10.880, -22.348], [13.039, 10.133, -21.161], [13.234, 11.174, -23.275], [10.033, 7.951, -18.937], [11.146, 7.297, -19.600], [9.848, 7.369, -17.621], [10.363, 9.348, -18.776], [8.839, 7.852, -19.739]], "forces_ev_per_angstrom": [[-2.41, 0.63, -0.34], [0.39, -0.55, -0.07], [0.47, 0.11, 0.15], [-0.06, 0.20, -0.43], [-0.31, 0.00, 0.05], [0.32, 0.01, 0.05], [-1.48, -2.08, -1.71], [0.46, 1.32, 0.54], [1.29, -0.44, 0.82], [0.87, 0.85, 0.07], [-0.46, 0.44, 0.41], [-1.60, -0.67, -0.34], [0.27, 0.20, 0.16], [0.66, -0.71, 0.28], [0.22, 0.24, 0.09], [0.77, 0.60, -0.31], [1.28, 0.87, 0.26], [-0.38, -0.29, 0.13], [-0.37, -0.46, 0.07], [0.06, -0.09, 0.09], [-0.01, -0.19, 0.02]], "spin_multiplicity": 5, "homo_ev": [3.88, 3.89], "s_squared": 6.010, "lumo_energy_ev": [9.07, 9.07], "charge": -4}

[3]
{"formula": "C5H15NO2", "method": "the ωB97M-V functional and the def2-TZVPD basis", "elements": ["C", "C", "C", "C", "O", "N", "C", "H", "H", "H", "H", "H", "H", "H", "H", "H", "H", "H", "H", "H", "O", "H", "H"], "coordinates": [[-1.973, -1.554, 0.262], [-1.107, -0.679, 1.197], [-0.398, 0.424, 0.434], [0.434, 1.294, 1.409], [-0.376, 1.793, 2.498], [0.547, -0.136, -0.549], [0.625, 0.773, -1.712], [-1.396, -2.429, -0.047], [-2.885, -1.913, 0.734], [-2.277, -1.034, -0.653], [-1.807, -0.225, 1.904], [-0.533, -1.302, 1.868], [-1.141, 1.129, 0.059], [0.758, 2.206, 0.895], [1.255, 0.756, 1.864], [-1.281, 1.918, 2.206], [0.151, -0.993, -0.916], [1.179, 0.271, -2.511], [1.095, 1.688, -1.390], [-0.315, 1.006, -2.202], [3.394, -1.337, -1.813], [3.152, -0.799, -1.048], [2.900, -0.858, -2.490]], "forces_ev_per_angstrom": [[0.54, -0.25, -0.14], [-1.99, 0.03, -0.11], [1.82, -0.40, 1.88], [-1.39, 0.92, 0.16], [0.35, -0.40, 0.12], [-1.13, 0.83, -0.91], [0.45, -0.84, -0.10], [-0.17, -0.07, -0.12], [0.05, -0.03, 0.16], [0.06, 0.12, 0.16], [0.06, 0.33, -0.10], [0.86, -0.09, -0.25], [-0.33, -0.20, -0.76], [0.57, -0.39, -0.24], [0.17, -0.14, -0.11], [-0.04, 0.06, -0.16], [0.05, -0.19, 0.22], [0.38, 0.30, 0.20], [0.30, 0.33, -0.23], [-0.60, 0.14, 0.29], [-0.31, 0.54, -0.02], [0.09, -0.29, 0.33], [0.22, -0.31, -0.27]], "spin_multiplicity": 1, "smiles": "CC[C@@H](CO)NC.O", "homo_ev": -9.61, "lumo_energy_ev": 0.79}

[4]
{"formula": "C31H67BBr2ClFN9O16Si", "method": "the ωB97M-V functional and the def2-TZVPD basis", "elements": ["C", "C", "O", "C", "N", "C", "C", "C", "O", "C", "C", "C", "C", "Cl", "N", "C", "Br", "C", "C", "Br", "C", "C", "C", "O", "Si", "C", "C", "C", "C", "B", "O", "N", "C", "C", "C", "F", "C", "C", "H", "H", "H", "H", "H", "H", "H", "H", "H", "H", "H", "H", "H", "H", "H", "H", "H", "H", "H", "H", "H", "H", "H", "H", "H", "H", "H", "H", "H", "H", "H", "H", "H", "H", "H", "H", "H", "H", "H", "H", "H", "H", "H", "H", "H", "H", "H", "H", "H", "C", "N", "O", "O", "H", "H", "H", "C", "N", "O", "O", "H", "H", "H", "C", "N", "O", "O", "H", "H", "H", "C", "N", "O", "O", "H", "H", "H", "C", "N", "O", "O", "H", "H", "H", "C", "N", "O", "O", "H", "H", "H"], "coordinates": [[-0.093, 2.891, -0.734], [-0.620, 1.737, 0.091], [-0.179, 0.501, -0.493], [-0.991, -0.632, -0.454], [-2.141, -0.572, -1.362], [-2.390, -1.698, -2.272], [-2.270, 0.632, -2.164], [-3.584, 1.331, -2.009], [-1.426, 1.001, -2.939], [0.157, -1.659, -0.720], [0.739, -1.902, -2.068], [0.919, -3.362, -2.528], [-0.190, -3.889, -3.434], [2.438, -3.376, -3.496], [0.593, -2.093, 0.416], [1.649, -3.017, 0.850], [0.752, -4.691, 1.265], [2.971, -3.172, 0.032], [4.171, -2.804, 0.931], [3.308, -4.995, -0.553], [-0.155, -1.498, 1.594], [0.668, -0.424, 2.350], [1.946, 0.123, 1.708], [2.050, 1.479, 2.065], [3.506, 2.309, 1.869], [3.080, 3.957, 1.106], [4.699, 1.386, 0.748], [4.323, 2.570, 3.514], [-1.476, -1.111, 0.962], [-2.504, -0.211, 1.829], [-3.539, 0.424, 1.178], [-2.341, -0.107, 3.288], [-3.555, -0.520, 4.030], [-2.091, 1.339, 3.548], [-2.294, -2.445, 0.873], [-3.535, -2.204, 0.249], [-2.659, -3.040, 2.228], [-2.787, -4.570, 2.222], [0.962, 2.737, -0.951], [-0.632, 2.986, -1.673], [-0.205, 3.801, -0.149], [-0.249, 1.843, 1.108], [-1.712, 1.784, 0.118], [-2.183, -2.648, -1.791], [-3.454, -1.714, -2.514], [-1.848, -1.618, -3.214], [-4.162, 0.929, -1.187], [-4.146, 1.146, -2.929], [-3.441, 2.407, -1.943], [1.690, -1.370, -2.099], [0.111, -1.374, -2.782], [1.028, -4.043, -1.687], [-0.957, -4.357, -2.813], [-0.627, -3.085, -4.014], [0.209, -4.663, -4.080], [1.945, -2.661, 1.828], [3.004, -2.532, -0.841], [4.602, -3.683, 1.397], [3.897, -2.077, 1.691], [4.940, -2.336, 0.320], [-0.221, -2.324, 2.293], [0.028, 0.410, 2.594], [0.946, -0.854, 3.311], [2.802, -0.423, 2.117], [1.974, -0.007, 0.622], [2.929, 4.717, 1.866], [3.874, 4.246, 0.419], [2.168, 3.833, 0.523], [5.425, 2.087, 0.348], [5.246, 0.663, 1.360], [4.219, 0.810, -0.046], [3.723, 3.211, 4.159], [5.251, 3.113, 3.314], [4.584, 1.655, 4.044], [-4.343, -0.107, 1.142], [-3.839, 0.232, 4.761], [-3.356, -1.438, 4.583], [-4.413, -0.735, 3.388], [-1.534, 1.460, 4.475], [-1.524, 1.804, 2.747], [-3.025, 1.900, 3.614], [-1.800, -3.194, 0.248], [-3.654, -2.660, 2.459], [-1.997, -2.706, 3.022], [-3.657, -4.808, 2.834], [-1.942, -5.084, 2.670], [-2.994, -4.944, 1.220], [-6.611, -4.033, 1.008], [-6.885, -3.406, 2.331], [-6.250, -2.401, 2.616], [-7.708, -3.932, 3.038], [-5.852, -3.431, 0.521], [-6.264, -5.045, 1.194], [-7.535, -4.043, 0.438], [7.796, 4.100, -1.779], [6.740, 4.336, -0.757], [5.796, 5.036, -1.057], [6.891, 3.805, 0.327], [7.517, 4.639, -2.676], [8.731, 4.464, -1.367], [7.857, 3.034, -1.955], [-0.723, 6.906, 1.429], [0.174, 5.929, 2.107], [-0.222, 4.784, 2.240], [1.248, 6.344, 2.476], [-1.638, 6.396, 1.156], [-0.908, 7.713, 2.131], [-0.192, 7.278, 0.558], [-7.282, 1.146, 0.816], [-7.577, 1.076, -0.644], [-7.162, 0.118, -1.267], [-8.220, 1.987, -1.111], [-6.714, 0.265, 1.092], [-6.722, 2.060, 0.990], [-8.234, 1.179, 1.337], [-2.136, 0.033, -6.110], [-2.244, -1.433, -6.338], [-3.278, -1.885, -6.768], [-1.251, -2.081, -6.059], [-3.072, 0.502, -6.389], [-1.917, 0.172, -5.056], [-1.312, 0.395, -6.718], [9.145, -0.654, -2.963], [9.260, 0.819, -3.150], [9.474, 1.503, -2.167], [9.133, 1.242, -4.276], [9.282, -0.874, -1.912], [8.160, -0.945, -3.314], [9.915, -1.116, -3.574]], "forces_ev_per_angstrom": [[-0.02, -0.19, 0.02], [-0.43, 0.61, -0.11], [-0.09, 0.09, 0.27], [-0.48, -0.76, 0.09], [0.93, 0.18, -0.59], [-0.56, 0.05, 0.16], [0.01, 0.26, 0.23], [-0.29, -0.24, -0.39], [0.07, -0.25, 0.08], [0.07, -0.34, 0.13], [-0.45, 0.13, -0.05], [0.05, 0.14, -0.49], [-0.04, -0.05, 0.66], [0.11, -0.05, 0.12], [-0.08, 0.54, 0.09], [0.29, -0.41, -0.45], [-0.33, 0.00, 0.14], [0.29, -0.12, 0.79], [0.00, 0.28, -0.36], [0.21, 0.09, -0.46], [0.51, -0.22, 0.37], [0.22, -0.29, -0.22], [0.05, 0.07, 0.39], [0.21, -0.17, -0.33], [0.11, 0.72, -0.13], [-0.01, -0.58, -0.07], [-0.33, -0.59, 0.50], [0.10, 0.06, -0.09], [-0.03, 0.29, 0.00], [0.47, 0.25, 0.28], [-0.12, -0.28, 0.05], [-0.45, 0.41, -0.33], [0.29, -0.46, 0.19], [0.00, -0.13, 0.11], [-0.31, 0.23, 0.06], [0.05, -0.16, -0.17], [-0.02, -0.42, -0.01], [-0.50, 0.27, 0.30], [0.07, 0.05, -0.01], [0.02, 0.02, -0.10], [0.03, 0.06, -0.02], [0.17, -0.26, 0.04], [-0.06, -0.18, 0.01], [0.14, -0.05, 0.01], [-0.06, -0.01, 0.04], [0.12, -0.05, 0.02], [0.05, 0.12, 0.17], [-0.06, 0.10, -0.04], [0.04, 0.05, 0.07], [0.12, -0.02, 0.14], [0.07, 0.09, -0.05], [0.38, -0.01, 0.00], [-0.17, 0.08, -0.06], [0.04, -0.14, -0.32], [-0.04, 0.00, -0.12], [-0.08, 0.16, 0.08], [-0.34, -0.10, -0.19], [-0.06, -0.02, 0.19], [-0.01, 0.03, 0.08], [0.11, -0.09, -0.02], [-0.43, -0.11, -0.12], [-0.08, 0.11, -0.10], [-0.08, 0.03, 0.12], [0.08, -0.08, -0.05], [-0.13, 0.10, -0.07], [-0.03, 0.15, -0.04], [0.07, 0.22, 0.08], [-0.08, 0.18, 0.04], [-0.03, 0.00, -0.10], [0.12, -0.03, -0.04], [0.01, 0.19, -0.21], [-0.10, -0.06, 0.08], [0.08, -0.01, 0.02], [-0.04, -0.05, 0.05], [-0.08, 0.12, -0.16], [-0.06, 0.09, -0.04], [0.01, -0.04, 0.05], [-0.09, 0.20, 0.00], [0.03, 0.02, 0.04], [0.21, 0.05, -0.05], [-0.05, 0.02, 0.00], [0.17, 0.05, 0.00], [0.08, 0.28, 0.03], [0.01, 0.02, 0.02], [0.02, -0.29, 0.03], [0.15, 0.00, -0.21], [0.13, -0.12, -0.05], [0.21, 0.15, -0.11], [-0.01, -0.03, -0.06], [0.01, 0.05, 0.01], [0.02, 0.04, 0.01], [0.01, -0.04, -0.04], [-0.08, -0.03, 0.02], [-0.06, -0.04, 0.09], [-0.12, 0.24, -0.11], [0.07, 0.05, 0.05], [-0.04, -0.04, -0.04], [0.04, 0.02, -0.04], [-0.01, 0.02, 0.01], [0.02, -0.09, 0.04], [0.04, -0.02, 0.10], [-0.10, -0.06, -0.03], [0.02, 0.04, -0.03], [-0.01, -0.01, -0.01], [-0.05, -0.01, 0.09], [0.00, -0.02, 0.01], [0.05, 0.03, -0.01], [0.03, 0.04, 0.03], [0.06, -0.09, 0.01], [-0.07, 0.02, -0.01], [0.13, -0.03, 0.07], [0.03, 0.02, -0.01], [-0.04, -0.04, 0.01], [-0.04, 0.03, 0.00], [-0.01, 0.05, 0.00], [-0.22, 0.13, -0.04], [0.13, 0.15, -0.02], [-0.04, -0.02, 0.03], [-0.01, -0.17, 0.08], [-0.02, -0.06, -0.04], [0.10, 0.07, -0.03], [0.05, -0.02, 0.04], [0.05, -0.03, 0.11], [0.07, 0.01, -0.03], [0.01, -0.13, 0.00], [-0.05, 0.00, 0.00], [0.01, 0.02, 0.00], [0.02, 0.00, -0.06], [-0.03, 0.00, -0.05]], "spin_multiplicity": 1, "homo_ev": -11.47, "lumo_energy_ev": -3.60, "charge": 1}

| no. | E_tot (eV) |
| --- | --- |
| 1 | -199960.3568 |
| 2 | -107877.2340 |
| 3 | -11012.5360 |
| 4 | -243262.6657 |